ORCA calculation (ωB97M-V/def2-TZVPD) on a molecular structure, C38H43N3O5P2S3Tm at a distorted geometry.

Properties
E_HOMO (spin up / spin down)   -3.53 / -3.53 eV
F_max   13.09 eV/Å
Spin multiplicity   3
Total charge   -1
Gap between HOMO and LUMO (spin up / spin down)   5.351 / 5.354 eV
LUMO level (spin up / spin down)   0.0671 / 0.0671 Ha
Molar mass   948.86 Da
E   -135416.014 eV

Each line ends with the Löwdin charge.
Atoms and positions in Å:
C -3.1185 3.3297 5.5928  -0.099
C -2.1260 -7.0062 -6.1413  -0.084
H -0.7766 -0.2668 -2.3519  -0.194
H -3.7676 4.9331 4.3102  0.104
H -0.4233 -1.6012 2.7209  0.032
H 5.4181 1.3152 6.1961  0.100
C -1.4557 -5.5488 -2.7268  -0.402
O 1.6542 0.0000 -1.4342  -0.346
H 4.1527 -0.8189 6.2238  0.101
C 3.1985 -0.4632 4.3241  -0.072
O -0.5552 3.6651 -3.5931  -0.416
C -1.4720 -6.1025 -6.9773  -0.089
H 2.0668 -0.9618 -3.2517  0.139
C 0.0508 -0.3304 -3.0708  -0.346
C -1.7553 2.3425 3.3300  -0.359
H -0.0915 2.7776 -0.7722  -0.168
C -1.7109 -3.0328 -2.4609  -0.599
C 4.6207 1.9351 4.2945  -0.084
H 0.8052 1.3931 3.3236  0.027
H 2.0501 -2.6135 -1.3680  0.084
C -4.9246 -3.1048 -4.4336  -0.238
H -0.2829 -4.3092 -7.0872  0.107
H -0.8830 -4.3570 -1.2275  0.151
N 0.4532 0.7924 2.5771  -0.401
H 1.0356 -5.5742 2.0479  0.100
C 1.5928 -1.7074 1.9284  -0.453
C 0.3534 3.4238 -0.0178  -0.158
C -4.4035 -3.4146 -5.8283  -0.110
C 1.1325 -2.2212 -1.8248  -0.259
C -3.1893 4.0158 4.3848  -0.083
C 0.7398 4.0333 2.2825  -0.116
H -5.1026 -2.0262 -4.3480  0.114
O -1.5641 -6.5406 -2.0086  0.072
H -2.6343 -7.8696 -6.5632  0.100
C 1.1931 -4.4996 2.0147  -0.093
O -2.5768 3.9008 -2.1899  -0.427
C 1.1684 4.4802 -0.4339  -0.039
S -1.7635 3.0534 -3.0534  0.143
C 1.7669 5.3133 0.5080  -0.090
N -1.2836 -4.2938 -2.1549  0.117
H -2.8697 -1.8184 -3.4525  0.138
H -3.6396 3.7113 6.4669  0.098
H 0.1772 0.6604 -3.5255  0.074
S -0.9936 1.7204 -1.7204  0.472
H 3.1801 -4.6548 1.2003  0.097
H -5.1257 -3.0842 -6.5817  0.069
C 3.0538 0.3980 3.2276  -0.350
H 1.3393 4.6464 -1.4943  0.113
H 5.1689 2.8734 4.2797  0.103
H 3.6798 2.3071 2.4046  0.106
H -2.6201 -7.5245 -4.1121  0.118
H 2.0206 5.7369 2.6039  0.093
C 1.5526 5.0908 1.8656  -0.106
H 2.4026 6.1330 0.1838  0.096
H -3.7940 -4.6377 -3.4043  0.106
H -0.7543 -4.0302 2.8030  0.105
H -0.2461 -3.9561 -4.6504  0.112
H 3.5394 -2.2259 1.1158  0.113
H -3.4569 -2.9019 -6.0244  0.072
P 1.9451 0.0777 1.8029  0.991
H -2.3437 1.6006 6.6137  0.099
C -0.7946 -4.8034 -5.0517  -0.013
H 0.3461 -2.2294 -1.0586  -0.104
H 2.6500 -1.4002 4.3776  0.107
H -4.2502 -4.4899 -5.9580  0.065
H -0.7581 -1.3126 1.3126  -0.051
C 1.3563 -0.8230 -2.4244  -0.626
C 0.3863 -2.2475 2.3918  -0.220
H 0.8310 -2.9274 -2.6076  0.073
C 0.1890 -3.6321 2.4392  -0.086
C 4.0491 -0.1356 5.3846  -0.084
O -2.4952 2.1775 -3.9604  -0.423
C -2.1196 -6.8071 -4.7597  -0.024
H -1.1806 0.7114 4.6427  0.096
C -1.7211 1.6507 4.5496  -0.095
H -4.4434 -3.3933 -2.3520  0.123
C -2.3890 2.1461 5.6746  -0.090
C 2.3945 -3.9849 1.5404  -0.105
H -0.2622 -1.0163 -3.8670  0.090
P -0.9151 1.7397 1.8174  0.973
C 4.7592 1.0621 5.3697  -0.094
C 3.7753 1.6052 3.2323  -0.093
C 2.5909 -2.6022 1.4955  -0.108
S -0.9937 -1.7206 -1.7206  0.837
C 0.1243 3.1855 1.3466  -0.370
Tm 0.0000 0.0000 0.0000  0.804
H -2.5975 4.0761 2.3281  0.119
H -1.4739 -6.2590 -8.0534  0.101
C -2.5192 3.5225 3.2626  -0.082
N -2.7241 -2.8164 -3.3347  0.005
H -5.8925 -3.6019 -4.3007  0.108
C -3.9775 -3.5662 -3.3293  -0.191
C -0.8040 -5.0052 -6.4342  -0.070
H 0.6014 3.8791 3.3502  0.099
C -1.4698 -5.6940 -4.2085  -0.155

Atomic forces in eV per Å
C 0.1 -0.1 0.0
C 0.1 0.2 0.3
H 0.6 2.3 -2.5
H 0.1 -0.1 0.0
H 0.9 -0.4 0.8
H -0.1 0.0 -0.1
C -0.4 -0.9 0.3
O 0.9 1.4 2.8
H 0.0 0.1 -0.1
C 0.1 0.0 0.1
O -0.5 0.2 -0.2
C 0.1 0.1 0.2
H 0.5 0.3 0.2
C 2.2 0.7 -3.5
C -0.4 0.0 0.5
H 0.5 0.9 0.6
C 0.6 2.2 2.1
C -0.2 -0.2 -0.1
H 0.1 -0.2 -0.1
H 0.7 0.2 -0.4
C 0.2 0.0 -0.1
H -0.1 -0.1 0.1
H -0.3 -0.1 0.0
N -0.2 0.0 0.1
H 0.0 0.1 0.0
C 0.8 -0.8 0.3
C 1.1 1.4 1.4
C 0.0 0.1 -0.2
C 5.0 -2.1 -0.3
C 0.2 -0.3 -0.2
C 0.2 0.2 0.0
H 0.0 -0.1 0.1
O 0.3 1.0 -0.5
H 0.1 0.1 0.1
C -0.3 0.3 0.0
O 0.0 0.3 -0.8
C 0.3 0.2 0.6
S -0.4 0.1 0.1
C -0.1 -0.2 -0.4
N 0.6 -1.5 0.4
H 0.0 -0.1 0.1
H 0.1 -0.1 -0.1
H 0.3 -0.3 0.1
S -1.9 -2.2 1.2
H -0.1 0.1 0.0
H 0.1 0.0 0.0
C 0.5 0.3 0.3
H -0.2 -0.1 0.1
H -0.1 -0.1 0.0
H 0.0 -0.2 0.1
H 0.1 0.3 0.0
H -0.1 -0.1 0.0
C -0.2 -0.5 0.2
H -0.1 0.0 0.1
H 0.1 0.0 -0.2
H 0.1 0.1 0.0
H -0.2 -0.1 0.1
H -0.1 0.0 0.0
H -0.1 -0.1 0.0
P -0.4 0.6 1.8
H 0.0 0.1 -0.2
C -0.2 -0.1 -0.2
H 3.7 -1.6 0.7
H 0.0 0.1 -0.2
H 0.1 0.0 0.0
H -1.3 0.8 -1.9
C -1.5 -1.6 -1.3
C -0.3 -0.2 1.0
H 0.1 -0.2 0.2
C 0.4 -0.3 -0.1
C -0.1 0.1 -0.3
O 0.1 0.7 -0.2
C 0.0 0.0 -0.3
H 0.0 0.2 -0.2
C -0.1 0.0 0.1
H -0.2 -0.1 0.0
C 0.0 0.1 -0.3
C 0.3 0.3 -0.1
H -0.1 -0.1 -0.2
P 1.7 0.5 0.9
C -0.1 0.0 -0.1
C 0.1 0.0 0.1
C -0.3 0.1 0.0
S -12.7 -3.0 0.6
C -0.1 0.9 -0.5
Tm -0.2 1.0 -2.1
H 0.1 -0.1 0.1
H 0.0 0.0 0.2
C 0.0 0.0 0.0
N -0.3 0.0 -1.5
H 0.1 0.1 0.2
C -0.2 0.1 0.6
C -0.1 -0.2 0.2
H -0.1 0.0 0.0
C 0.0 0.1 -0.5



ORCA calculation (ωB97M-V/def2-TZVPD) on C10H14N2O5 in the gas phase.

Properties
E_HOMO   -9.18 eV
F_max   0.66 eV/Å
Total charge   0
Gap between HOMO and LUMO   9.718 eV
LUMO level   0.0199 Ha
Molar mass   242.23 Da
Structure (SMILES)   Cc1cn([C@@H]2C[C@@H](O)[C@H](CO)O2)c(=O)[nH]c1=O
E   -23815.711 eV

Each line ends with the Löwdin charge.
Atoms and positions in Å:
H -0.1109 -4.1838 2.0734  0.079
H -2.2462 -0.1691 0.5245  0.126
H 0.8060 3.4248 -3.3561  0.078
H 2.0471 4.1918 -2.3421  0.088
O -0.0075 0.4090 1.8019  0.102
C 0.2013 1.1419 0.8639  -0.446
H -0.7489 -0.5063 -1.8659  0.155
C -1.7765 -0.9958 -0.0029  -0.024
C 0.0508 -2.5339 0.2436  -0.248
H -0.9826 -1.6173 1.9172  0.141
O -2.0845 -3.1794 1.1258  -0.010
C -0.5388 -0.5325 -0.7864  -0.263
C 1.1410 -2.9728 1.2218  -0.201
H 0.9332 2.6444 2.0008  0.173
C 1.0061 3.8782 -2.3899  -0.040
C 0.2044 1.6972 -1.4631  0.013
N 0.7221 2.3995 1.0387  0.218
C 1.0229 3.3622 0.0810  -0.427
H 1.2851 -2.1818 1.9719  0.127
O 1.4885 4.4296 0.4056  0.094
O 0.8217 -4.1985 1.8239  -0.040
H -2.4964 -1.4511 -0.6840  0.128
H -0.0203 1.3376 -2.4575  0.137
C -1.2337 -2.0717 0.9515  -0.327
H -2.8839 -2.8933 1.5808  0.106
N -0.0872 0.8175 -0.4503  0.060
H 0.3962 4.7732 -2.2762  0.089
H 2.0785 -3.1193 0.6812  0.130
O 0.4983 -1.4437 -0.5442  -0.005
H -0.2036 -3.3821 -0.4121  0.169
C 0.7178 2.9253 -1.2765  -0.182

Atomic forces in eV per Å
H 0.0 -0.1 0.0
H -0.1 0.0 0.0
H 0.0 0.0 -0.1
H 0.1 0.1 -0.1
O 0.0 -0.3 0.3
C -0.1 0.2 -0.2
H 0.1 0.1 0.3
C 0.3 -0.2 0.1
C -0.2 -0.5 0.3
H 0.0 -0.1 -0.2
O -0.3 -0.4 0.0
C -0.3 0.1 0.0
C 0.1 0.5 -0.4
H -0.1 -0.1 -0.2
C 0.0 0.0 0.2
C 0.2 0.6 0.0
N 0.1 0.2 0.4
C -0.2 -0.4 -0.1
H 0.0 0.0 -0.1
O 0.1 0.2 0.0
O -0.3 -0.4 0.2
H 0.0 0.0 0.0
H 0.0 0.0 0.0
C 0.3 0.6 -0.2
H 0.1 0.0 0.0
N 0.1 -0.1 0.0
H 0.0 0.1 -0.1
H 0.0 0.1 0.0
O 0.1 0.1 0.1
H 0.0 0.1 0.1
C 0.0 -0.1 -0.3